1.
{
  "formula": "C3H8N2O",
  "method": "the ωB97M-V functional and the def2-TZVPD basis",
  "relative_energy_kj_mol": 227.5,
  "smiles": "[H]/N=C/N.CC=O",
  "total_energy_ev": -8266.968,
  "largest_force_ev_per_a": 1.8,
  "homo_lumo_gap_ev": 9.6,
  "elements": ["H", "N", "C", "N", "H", "H", "H", "C", "C", "O", "H", "H", "H", "H"],
  "positions_angstrom": [[1.820, 5.125, 0.673], [1.391, 4.226, 0.454], [1.377, 3.551, 1.562], [0.277, 2.850, 1.924], [2.157, 3.558, 2.324], [0.361, 2.375, 2.806], [-0.531, 2.989, 1.344], [-1.542, -4.195, -2.212], [-1.135, -3.460, -0.949], [-0.139, -2.807, -0.810], [-0.756, -4.740, -2.729], [-2.469, -4.752, -2.095], [-1.848, -3.313, -2.798], [-1.834, -3.539, -0.082]],
  "nbo_charge": [0.3456, -0.7903, 0.3077, -0.8040, 0.1339, 0.3942, 0.4130, -0.7297, 0.4412, -0.5186, 0.2443, 0.2211, 0.2433, 0.0982]
}

=====

2.
{
  "formula": "C3H8N2O",
  "method": "the ωB97M-V functional and the def2-TZVPD basis",
  "relative_energy_kj_mol": 1159.5,
  "total_energy_ev": -8257.308,
  "largest_force_ev_per_a": 3.6,
  "homo_lumo_gap_ev": 6.6,
  "elements": ["C", "C", "C", "H", "H", "H", "H", "H", "H", "H", "H", "N", "N", "O"],
  "positions_angstrom": [[-0.664, 0.592, -0.102], [0.667, -0.147, 0.157], [-0.685, -0.694, 0.638], [0.255, 1.443, 2.179], [-0.908, 3.097, -0.930], [-1.162, 0.516, -1.094], [1.317, 0.245, 1.002], [2.181, -1.327, -0.790], [1.494, -0.185, -1.673], [-0.795, -0.717, 1.770], [-0.569, -1.854, -0.797], [-1.253, 1.699, 0.591], [1.259, -0.854, -0.980], [-1.137, -1.814, 0.030]],
  "nbo_charge": [-0.2277, -0.0846, 0.0979, 0.0484, 0.0796, 0.2452, 0.2233, 0.3859, 0.3720, 0.2105, 0.4891, -0.2979, -0.8589, -0.6828]
}

=====

3.
{
  "formula": "C3H8N2O",
  "method": "the ωB97M-V functional and the def2-TZVPD basis",
  "relative_energy_kj_mol": 290.1,
  "smiles": "C[C@@H](N)/C=N\\O",
  "total_energy_ev": -8266.319,
  "largest_force_ev_per_a": 2.1,
  "homo_lumo_gap_ev": 10.5,
  "elements": ["C", "C", "N", "C", "N", "O", "H", "H", "H", "H", "H", "H", "H", "H"],
  "positions_angstrom": [[-0.459, 1.989, -0.768], [-0.419, 0.554, -0.257], [-0.850, -0.372, -1.333], [0.912, 0.193, 0.273], [1.182, -0.808, 0.976], [0.039, -1.590, 1.212], [0.032, 2.688, 0.004], [-1.478, 2.445, -0.953], [0.064, 2.128, -1.751], [-1.124, 0.404, 0.552], [-1.886, -0.157, -1.402], [-0.716, -1.321, -0.895], [1.844, 0.751, 0.089], [0.429, -2.367, 1.669]],
  "nbo_charge": [-0.6181, -0.1483, -0.8217, 0.0426, -0.1205, -0.6031, 0.2120, 0.2172, 0.2234, 0.1991, 0.3532, 0.3740, 0.2051, 0.4852]
}

=====

4.
{
  "formula": "C3H8N2O",
  "method": "the ωB97M-V functional and the def2-TZVPD basis",
  "relative_energy_kj_mol": 50.2,
  "smiles": "CN(C)C(N)=O",
  "total_energy_ev": -8268.806,
  "largest_force_ev_per_a": 0.4,
  "homo_lumo_gap_ev": 10.2,
  "elements": ["C", "N", "C", "C", "N", "O", "H", "H", "H", "H", "H", "H", "H", "H"],
  "positions_angstrom": [[-1.241, -0.808, 0.678], [-0.158, 0.101, 0.330], [-0.658, 1.242, -0.437], [0.922, -0.574, -0.306], [2.126, 0.050, -0.106], [0.802, -1.599, -0.949], [-0.829, -1.697, 1.163], [-1.907, -0.299, 1.385], [-1.823, -1.126, -0.199], [0.150, 1.938, -0.674], [-1.130, 0.906, -1.375], [-1.411, 1.774, 0.156], [2.925, -0.486, -0.413], [2.231, 0.579, 0.747]],
  "nbo_charge": [-0.4098, -0.5027, -0.4105, 0.7880, -0.8345, -0.6178, 0.2144, 0.1965, 0.1859, 0.2115, 0.1800, 0.2022, 0.3987, 0.3981]
}